Here is the ion C28H31N4O5S2 with charge +1 from OMol25. Energies are from ωB97M-V with the def2-TZVPD basis set.

CARTESIAN COORDINATES (ANGSTROEM)
C1 4.5904 1.4817 -1.5817
N1 3.7857 2.5387 -1.0252
S1 2.1665 2.5357 -1.3009
O1 1.9470 1.9905 -2.6139
O2 1.6562 3.8385 -1.0085
C2 1.3245 1.3749 -0.1969
C3 1.7788 0.0824 -0.0190
C4 0.9675 -0.8473 0.6051
C5 -0.3047 -0.4787 1.0334
C6 -0.7198 0.8453 0.9294
C7 0.0992 1.7694 0.3056
H1 -0.2106 2.7923 0.1652
H2 -1.6976 1.1383 1.2817
C8 -1.3006 -1.5290 1.3798
O3 -1.7346 -1.7662 2.5078
N2 -1.7606 -2.1875 0.2906
C9 -1.4193 -1.6838 -0.9711
N3 -0.3374 -1.9455 -1.5944
C10 -0.1324 -1.1135 -2.6478
C11 1.0306 -1.0986 -3.4317
C12 1.1226 -0.0849 -4.3422
C13 0.0946 0.8679 -4.5301
C14 -1.0705 0.8505 -3.8065
C15 -1.1486 -0.1507 -2.8442
S2 -2.3965 -0.3717 -1.6633
H3 -1.8441 1.5847 -3.9475
O4 0.4645 1.7356 -5.4906
C16 1.7993 1.4126 -5.8242
O5 2.1402 0.1973 -5.1880
H4 1.8906 1.2993 -6.9127
H5 2.4657 2.2130 -5.4654
H6 1.8079 -1.8257 -3.2814
C17 -2.6050 -3.3693 0.3798
H7 -2.3122 -4.0154 -0.4492
H8 -2.3638 -3.8822 1.3146
C18 -4.1098 -3.0613 0.2925
H9 -4.2543 -2.1322 -0.2607
C19 -4.8152 -3.0243 1.6470
N4 -4.3202 -1.9753 2.5644
C20 -4.6931 -0.6254 2.1198
H10 -5.7777 -0.5197 2.1074
H11 -4.3063 -0.4297 1.1221
H12 -4.2745 0.1110 2.8024
C21 -4.7803 -2.2109 3.9399
H13 -4.3715 -1.4482 4.5988
H14 -4.4388 -3.1830 4.2889
H15 -5.8685 -2.1773 3.9885
H16 -3.2356 -2.0120 2.5803
H17 -4.6753 -3.9898 2.1385
H18 -5.8871 -2.8720 1.4942
H19 -4.5934 -3.8492 -0.2852
H20 1.2958 -1.8690 0.7119
H21 2.7388 -0.2156 -0.4038
C22 4.2180 3.1840 0.2048
C23 3.7512 2.4207 1.4153
C24 2.5657 2.7837 2.0434
C25 2.0673 2.0309 3.0920
C26 2.7439 0.9011 3.5190
C27 3.9355 0.5433 2.9122
C28 4.4399 1.3026 1.8703
H22 5.3844 1.0325 1.4203
H23 4.4790 -0.3239 3.2567
H24 2.3530 0.3101 4.3335
H25 1.1496 2.3274 3.5779
H26 2.0394 3.6639 1.7054
H27 5.3065 3.2669 0.1755
H28 3.7795 4.1835 0.1961
H29 4.7869 0.6779 -0.8653
H30 5.5428 1.8936 -1.9208
H31 4.0509 1.0866 -2.4398

Cartesian forces (eV/Å) of the 6 atoms listed first:
0.2 -0.4 -0.3
-1.0 0.1 -0.2
-0.1 -0.3 -0.4
0.3 0.0 0.2
0.1 0.1 0.4
0.0 0.3 -0.4

SMILES ... CN(Cc1ccccc1)S(=O)(=O)c1ccc(C(=O)N(CCC[NH+](C)C)c2nc3cc4c(cc3s2)OCO4)cc1
LUMO ... -0.08492 Ha
HOMO-LUMO gap ... 7.729 eV
HOMO level ... -0.36895 Ha
Net charge ... +1


Here is a structure of composition C28H31N5O6PRuS5 from OMol25. Energies are from ωB97M-V with the def2-TZVPD basis set.

CARTESIAN COORDINATES (ANGSTROEM)
Ru1 0.4888 0.2033 -0.1989
O1 -0.7692 0.4550 2.0706
C1 0.3803 0.2183 1.8108
C2 1.4532 -0.0934 2.7833
C3 1.2837 0.0642 4.1558
C4 2.3386 -0.2519 4.9937
C5 3.5419 -0.7195 4.4714
C6 3.7062 -0.8814 3.1036
C7 2.6491 -0.5695 2.2588
P1 2.6448 -0.7146 0.4576
C8 4.1548 0.1028 -0.1070
C9 5.3561 -0.5914 -0.2363
C10 6.5088 0.0848 -0.6074
C11 6.4672 1.4508 -0.8455
C12 5.2720 2.1454 -0.7143
C13 4.1157 1.4751 -0.3508
C14 2.8549 -2.4704 0.0608
C15 2.6585 -3.4705 1.0091
C16 2.7848 -4.8063 0.6468
C17 3.1045 -5.1479 -0.6589
C18 3.2961 -4.1524 -1.6107
C19 3.1706 -2.8194 -1.2553
H1 0.3443 0.4365 4.5429
H2 2.2323 -0.1297 6.0634
H3 4.3581 -0.9576 5.1408
H4 4.6452 -1.2424 2.7024
H5 5.3930 -1.6587 -0.0560
H6 7.4394 -0.4570 -0.7116
H7 7.3678 1.9746 -1.1372
H8 5.2399 3.2109 -0.9004
H9 3.1815 2.0165 -0.2565
H10 2.4126 -3.2160 2.0330
H11 2.6427 -5.5787 1.3929
H12 3.2113 -6.1887 -0.9372
H13 3.5529 -4.4170 -2.6286
H14 3.3397 -2.0445 -1.9958
S1 1.4356 0.2851 -2.4762
S2 1.4546 2.1790 -3.1647
S3 0.4052 3.3872 -1.9067
S4 0.4480 2.6241 -0.0526
N1 -1.9920 0.6086 -3.3308
C20 -2.4307 0.6875 -2.0508
N2 -3.7212 1.0487 -1.8604
O2 -1.7137 0.3959 -1.0877
H15 -2.5330 0.9518 -4.1035
H16 -1.0112 0.4280 -3.4697
H17 -4.2977 1.3992 -2.6032
H18 -4.0167 1.1935 -0.9112
C21 -4.4542 -6.7545 -3.3278
C22 -3.2043 -7.6162 -3.4071
S5 -1.7071 -6.6834 -3.1937
O3 -1.7331 -5.5361 -4.0720
O4 -0.5845 -7.5812 -3.2463
C23 -1.7818 -6.0196 -1.5297
C24 -0.4059 -5.4030 -1.2660
N3 -0.4765 -4.1657 -0.4929
C25 -0.4145 -2.9265 -1.0243
N4 -0.4008 -1.9990 -0.0697
C26 -0.4761 -2.6590 1.1201
C27 -0.5216 -3.9942 0.8732
N5 -0.5797 -5.0519 1.8284
O5 -0.4177 -4.7424 2.9901
O6 -0.7736 -6.1840 1.4166
C28 -0.4074 -2.6546 -2.4836
H19 -5.3294 -7.3529 -3.5757
H20 -4.3911 -5.9275 -4.0329
H21 -4.6036 -6.3535 -2.3249
H22 -3.0750 -8.0747 -4.3896
H23 -3.1750 -8.4155 -2.6654
H24 -2.0197 -6.8065 -0.8164
H25 -2.5662 -5.2629 -1.5218
H26 0.0840 -5.1478 -2.2037
H27 0.2323 -6.1052 -0.7433
H28 -0.5160 -2.1691 2.0767
H29 -0.9679 -3.4051 -3.0407
H30 0.6138 -2.6387 -2.8722
H31 -0.8555 -1.6784 -2.6536

Cartesian forces (eV/Å) of the 6 atoms listed first:
-0.2 0.4 -0.1
0.1 0.0 0.0
-0.1 0.0 0.0
0.1 0.0 0.0
0.0 0.0 0.0
0.0 0.0 0.0

Multiplicity ... 5
LUMO (alpha / beta) ... -0.10617 / -0.18129 Ha
HOMO-LUMO gap (alpha / beta) ... 6.960 / 6.120 eV
HOMO level (alpha / beta) ... -0.36196 / -0.40620 Ha
Net charge ... +1


Here is a cluster of 2 separate species, C28H32Br2F3N2O2PS in total from OMol25. Energies are from ωB97M-V with the def2-TZVPD basis set.

CARTESIAN COORDINATES (ANGSTROEM)
C1 4.2779 -0.3210 3.7754
C2 2.9599 0.1439 2.9309
P1 2.7110 -1.0663 1.4851
C3 4.4631 -1.3026 0.7332
C4 1.6530 -0.2335 0.1215
C5 2.1578 1.0443 -0.6445
C6 1.2778 1.7177 -1.7282
C7 -0.1114 1.1350 -2.1221
C8 -1.0386 1.8149 -3.2293
Br1 -2.8833 2.3103 -2.6117
C9 -0.6410 2.0809 -4.5592
C10 -1.6153 2.7385 -5.6716
Br2 1.2068 1.6586 -5.2108
C11 -0.6458 -0.1336 -1.4002
C12 0.2579 -0.7706 -0.2725
S1 -0.5125 -2.2566 0.5665
C13 -2.2983 -1.7085 0.6836
C14 -3.1862 -1.9410 1.9394
C15 -4.6531 -1.4160 1.8822
C16 -5.1974 -0.6975 0.5966
C17 -6.7204 -0.1918 0.5084
F1 -7.5696 -1.0147 1.3213
F2 -7.0934 -0.3109 -0.8742
F3 -6.8903 1.1263 0.9960
C18 -4.3008 -0.4348 -0.6502
C19 -2.8230 -0.9518 -0.5982
N1 -1.9546 -0.7078 -1.7680
C20 -1.8306 -1.9662 -2.5744
C21 -0.6168 -1.9784 -3.6259
C22 0.6402 -2.8875 -3.1348
O1 1.3335 -3.5269 -4.2683
C23 2.6509 -3.0022 -4.4092
C24 2.7759 -1.4425 -4.8268
O2 3.7080 -3.6558 -4.2768
H1 4.1926 -0.0850 4.8908
H2 5.2431 0.1035 3.3025
H3 4.3615 -1.4620 3.6878
H4 3.1731 1.2262 2.5810
H5 2.0592 0.1525 3.6529
H6 4.9880 -0.2787 0.8761
H7 5.0725 -2.0988 1.3008
H8 4.4049 -1.4941 -0.3911
H9 3.1618 1.5414 -0.4174
H10 1.6127 2.6596 -2.2806
H11 -2.7151 2.5607 -5.4305
H12 -1.3392 3.8421 -5.7491
H13 -1.3922 2.2677 -6.6954
H14 -2.7855 -2.4583 2.8673
H15 -5.3590 -1.5493 2.7766
H16 -4.6710 0.0944 -1.6012
H17 -1.8363 -2.9101 -1.9030
H18 -2.8004 -2.0476 -3.2022
H19 -0.2954 -0.9416 -3.9936
H20 -1.0180 -2.5235 -4.5666
H21 1.3685 -2.2156 -2.5683
H22 0.2718 -3.7548 -2.4803
H23 1.7822 -1.1864 -5.3567
H24 3.6309 -1.2492 -5.5564
H25 2.9252 -0.8228 -3.8657
C25 1.6319 2.4899 6.8080
C26 0.2208 3.0010 6.5364
C27 -0.4609 2.2765 5.3735
C28 0.3299 2.4774 4.1125
N2 0.9532 2.6355 3.1214
H26 2.2927 2.6572 5.9533
H27 2.0677 3.0140 7.6621
H28 1.6245 1.4190 7.0335
H29 0.2664 4.0748 6.3284
H30 -0.3836 2.8738 7.4392
H31 -1.4710 2.6673 5.2270
H32 -0.5386 1.2055 5.5807

Cartesian forces (eV/Å) of the 6 atoms listed first:
-0.2 -0.8 -0.7
1.3 1.3 0.6
-0.5 -0.9 0.0
0.5 1.7 0.0
-1.4 2.5 -2.7
-3.6 -0.9 -1.3

SMILES ... CCP(C)c1ccc(/C(Br)=C(/C)Br)c2c1Sc1ccc(C(F)(F)F)cc1N2CCCOC(C)=O.CCCC#N
LUMO ... -0.01785 Ha
HOMO-LUMO gap ... 7.648 eV
HOMO level ... -0.29891 Ha
Net charge ... 0